ORCA calculation (ωB97M-V/def2-TZVPD) on a structure of composition C25H30N3O9RuS3 in a non-equilibrium geometry.

Geometry as XYZ:
```
71
Properties=species:S:1:pos:R:3:forces:R:3:lowdin_charge:R:1
Ru 0.8796 0.7269 0.1109 1.2997 1.5059 -4.7848 1.12
C 4.4329 2.5419 -2.3456 -0.2083 -0.2321 -0.1058 0.01
C 3.1479 2.2100 -1.6613 0.3807 -1.1214 -0.1751 -0.27
N 2.7348 1.0089 -1.4636 -0.7005 -0.3123 1.6638 -0.03
O 3.4803 -0.0552 -1.9147 -0.0456 0.4606 -0.0280 -0.02
C 2.3035 3.2441 -1.0887 -0.1859 0.3180 -0.0493 -0.28
C 2.7389 4.6763 -0.9702 -0.4699 -0.2604 -0.0743 0.00
N 1.1734 2.8110 -0.6444 -1.2774 -1.7103 2.5659 -0.18
O 0.2749 3.3769 0.0283 0.5147 0.4129 -0.5721 -0.08
H 4.6775 1.7613 -3.0632 0.0578 0.0574 0.0112 0.08
H 5.2245 2.5792 -1.5973 0.0986 0.0362 0.0064 0.10
H 4.3695 3.5039 -2.8450 0.0523 0.0439 -0.0311 0.08
H 2.9513 -0.8249 -1.6100 -0.0763 0.3411 0.0226 0.05
H 3.6963 4.7368 -0.4554 0.0571 -0.0229 0.0214 0.09
H 1.9886 5.2197 -0.3994 0.0520 0.0383 -0.0188 0.08
H 2.8401 5.1328 -1.9524 0.0278 0.1294 -0.0526 0.08
O 0.1849 -1.1625 5.6618 -0.1219 0.0622 -0.3082 -0.29
S 1.2751 -0.2556 5.4688 -0.3080 0.4060 0.3908 0.65
O 2.3672 -0.3238 6.3914 0.1372 0.1702 -0.1442 -0.28
N 1.8788 -0.3535 3.9080 -0.0129 -0.2115 0.2694 -0.05
C 1.7122 0.7559 3.2906 0.2488 -0.2013 0.2730 -0.78
S 2.5219 1.0812 1.8037 -0.4525 -0.2582 -1.3155 0.64
C 0.9892 1.8283 3.9947 -0.4464 0.3218 0.5408 -0.24
C 0.6296 3.0860 3.5341 0.0690 -0.2053 -0.0162 -0.02
C -0.0146 3.9433 4.4149 -0.0891 0.0610 0.0468 -0.06
C -0.2975 3.5540 5.7167 0.0004 -0.1483 0.0516 -0.06
C 0.0530 2.2863 6.1724 -0.0360 -0.0951 0.2007 -0.03
C 0.6858 1.4422 5.2944 0.2763 -0.3962 -0.4707 -0.20
H 0.8260 3.3705 2.5096 0.0641 0.0377 -0.0215 0.08
H -0.3084 4.9302 4.0887 -0.0176 0.0478 -0.0789 0.11
H -0.8131 4.2298 6.3847 0.0295 0.0621 0.0119 0.11
H -0.1581 1.9709 7.1821 -0.0763 0.0098 0.1179 0.12
O -1.2851 0.0139 0.2411 0.4943 0.3387 1.2866 -0.11
C -1.5781 0.4593 -0.9036 -0.2873 -0.0828 -0.4601 -0.66
O -0.6856 0.7418 -1.7417 0.9389 0.2758 0.9661 -0.09
C -3.0086 0.6196 -1.2691 0.0341 0.0526 -0.1515 -0.14
C -3.3215 1.3256 -2.4230 0.2270 -0.1539 0.2131 -0.01
C -4.6391 1.5592 -2.7941 -0.4087 -0.0610 0.0905 0.02
C -5.6131 1.0576 -1.9620 0.3355 -0.2740 0.4473 -0.20
O -6.9680 1.1550 -2.0797 0.3109 0.1248 -0.3694 0.04
C -7.5070 0.4941 -0.9533 -1.2061 -0.0118 0.3030 -0.16
O -6.4587 -0.0696 -0.1991 0.3868 -0.1620 0.1441 0.04
C -5.2994 0.3260 -0.8099 0.0922 0.3097 -0.5376 -0.19
C -4.0025 0.0922 -0.4350 -0.2811 0.0842 -0.0310 0.08
H -2.5007 1.7005 -3.0132 0.0192 0.0551 -0.1075 0.12
H -4.8928 2.1056 -3.6861 -0.0454 0.1103 -0.1148 0.12
H -8.1945 -0.2952 -1.2915 0.2150 0.1195 0.0734 0.14
H -8.0579 1.2197 -0.3325 0.1765 -0.1284 -0.1457 0.14
H -3.7432 -0.4512 0.4578 0.0219 -0.0430 0.1336 0.13
C -1.0794 -4.6360 0.9276 0.0956 0.0079 -0.1645 -0.10
C -0.1056 -4.1280 -0.1331 0.0048 0.0221 0.1216 -0.30
C -0.7942 -3.1364 -1.0567 0.4241 0.3395 -0.0789 -0.32
S 0.3244 -1.9900 -1.9683 -0.6052 -1.5792 -0.8542 1.00
O 1.2954 -1.4772 -0.9441 0.7406 0.6527 1.0286 -0.61
C 1.3004 -3.2639 -2.9330 -0.1959 0.4851 0.2925 -0.31
C 2.5900 -3.7083 -2.2642 -0.0494 -0.0715 0.0938 -0.29
C 3.3115 -4.7777 -3.0805 -0.1301 0.2002 0.0964 -0.10
H -0.6016 -5.3879 1.5506 -0.0171 -0.0755 0.0568 0.08
H -1.9553 -5.0784 0.4557 -0.1116 -0.0817 0.0507 0.08
H -1.4070 -3.8239 1.5728 -0.0468 0.0744 0.0388 0.08
H 0.2794 -4.9790 -0.7017 0.0959 0.1018 -0.0044 0.11
H 0.7286 -3.6289 0.3656 0.0500 -0.0528 -0.0773 0.11
H -1.4259 -2.4694 -0.4685 -0.0368 0.1345 -0.0841 0.08
H -1.4060 -3.6233 -1.8174 -0.0586 0.0653 -0.0682 0.10
H 1.5134 -2.7948 -3.8928 -0.0556 0.0430 -0.0612 0.09
H 0.6276 -4.1011 -3.1024 -0.1202 -0.0730 -0.0401 0.09
H 2.3714 -4.1002 -1.2723 0.0817 0.1102 0.0719 0.10
H 3.2546 -2.8520 -2.1452 -0.0156 -0.0142 0.1022 0.10
H 2.6909 -5.6631 -3.2007 -0.0329 -0.1066 -0.0362 0.08
H 4.2295 -5.0672 -2.5746 0.0666 -0.0635 -0.0220 0.08
H 3.5684 -4.3997 -4.0669 0.0514 -0.0195 -0.1497 0.08
```
Positions in Å, forces in eV/Å.

HOMO energy (spin up / spin down) = -0.3016 / -0.3012 Ha
charge = 0
relative energy (zero: lowest compared OMol25 entry of this formula, charge and spin) = 294.3 kJ/mol
energy = -3101.32376 a.u.
spin multiplicity = 2
Kohn-Sham gap (spin up / spin down) = 7.12 / 6.80 eV
expectation value of S² = 1.0292

ORCA calculation (ωB97M-V/def2-TZVPD) on the molecule C25H30N4O2.

Geometry as XYZ:
```
61
Properties=species:S:1:pos:R:3:forces:R:3:nbo_charge:R:1
O -5.5779 -0.7365 1.6535 -0.0035 0.0493 0.1821 -0.62
C -5.0149 -0.9114 0.5912 -0.0149 -0.1538 -0.0602 0.67
N -5.6566 -1.4381 -0.4885 -0.0013 -0.0687 -0.3406 -0.62
H -5.1515 -1.5780 -1.3478 0.0639 -0.0241 0.1527 0.39
C -7.0828 -1.6298 -0.5096 -0.2983 0.1771 -0.0484 -0.24
H -7.3225 -2.6129 -0.9244 -0.0225 0.0557 0.0618 0.20
H -7.4225 -1.5741 0.5278 -0.0322 -0.0885 -0.1675 0.25
C -7.7895 -0.5362 -1.3324 0.0351 -0.6375 0.1477 -0.21
N -7.6221 0.7512 -0.7243 0.3017 0.3718 -0.1628 -0.17
C -6.5401 1.5562 -0.7738 0.0193 0.2918 0.0424 -0.05
C -6.7995 2.6242 0.0506 0.1186 -0.0530 -0.0828 -0.34
C -8.0768 2.3645 0.5650 0.2032 -0.0151 -0.0961 -0.05
N -8.5553 1.2326 0.0900 -0.7813 -0.2942 0.2743 -0.27
H -8.6560 2.9533 1.2478 -0.1521 0.0838 0.1387 0.21
H -6.1663 3.4628 0.2544 0.1529 0.1415 0.0043 0.23
H -5.6886 1.3309 -1.3840 0.1437 -0.0798 -0.1203 0.21
H -7.3880 -0.5133 -2.3510 -0.0919 0.0340 0.0806 0.20
H -8.8604 -0.7449 -1.3662 0.1035 0.0769 -0.0821 0.23
C -3.5724 -0.6067 0.3924 0.2893 0.1543 0.2130 -0.19
C -2.9903 -0.3335 -0.8448 -0.0311 -0.0582 0.1806 -0.17
C -1.6497 -0.0343 -0.9352 0.2654 0.0227 0.0348 -0.27
C -0.8397 -0.0015 0.2052 -0.3587 -0.0664 -0.1635 0.33
C -1.4209 -0.2589 1.4454 0.3601 0.0907 0.0152 -0.26
C -2.7687 -0.5461 1.5264 -0.2834 -0.0523 -0.1961 -0.15
H -3.2284 -0.7341 2.4849 -0.0396 0.0006 0.0758 0.24
H -0.8382 -0.2300 2.3524 0.0812 -0.0113 0.0503 0.21
O 0.4570 0.3061 -0.0197 -0.0636 0.0346 -0.2165 -0.50
C 1.3916 0.3275 1.0507 0.4161 0.0942 0.6346 0.10
C 1.8057 -1.0873 1.4674 -0.2349 0.0168 -0.3746 -0.43
C 2.5501 -1.7801 0.3282 -0.1216 -0.0783 0.2376 -0.21
N 3.7245 -1.0110 -0.0258 -0.0392 -0.0609 -0.0365 -0.47
C 3.3372 0.2892 -0.5373 0.0083 0.3167 0.1117 -0.22
C 2.6236 1.0833 0.5520 -0.3051 -0.1628 -0.2756 -0.42
H 3.3045 1.2358 1.3891 0.0270 0.0258 0.0485 0.22
H 2.3215 2.0545 0.1592 -0.0184 0.0589 0.0543 0.22
H 4.2353 0.8275 -0.8440 -0.0718 -0.0009 -0.0555 0.22
H 2.6667 0.1947 -1.4102 0.1156 -0.0037 -0.0205 0.17
C 4.6750 -1.7089 -0.8743 0.2737 -0.1114 0.1704 -0.20
H 4.6914 -1.2831 -1.8864 -0.0426 -0.0601 0.0005 0.18
C 6.0904 -1.6396 -0.2696 -0.2571 -0.0074 -0.2752 -0.42
C 6.5659 -0.2216 -0.1662 0.1229 -0.1002 0.0778 -0.02
C 7.1637 0.4062 -1.2522 -0.0132 -0.0226 0.0270 -0.18
C 7.5560 1.7308 -1.1741 0.0245 0.0644 -0.0981 -0.22
C 7.3534 2.4469 -0.0067 0.0106 0.1236 0.0003 -0.23
C 6.7608 1.8295 1.0819 -0.0100 0.0948 0.0650 -0.20
C 6.3718 0.5045 1.0021 0.0281 -0.0304 -0.0060 -0.22
H 5.9053 0.0241 1.8492 -0.0500 -0.0675 0.0886 0.22
H 6.6031 2.3840 1.9959 -0.0099 0.0374 0.0752 0.21
H 7.6586 3.4812 0.0547 0.0272 0.0750 0.0087 0.21
H 8.0211 2.2057 -2.0260 0.0389 0.0330 -0.0584 0.21
H 7.3237 -0.1486 -2.1665 0.0203 -0.0683 -0.0909 0.20
H 6.7657 -2.2194 -0.9021 0.0724 -0.0378 0.0379 0.21
H 6.0608 -2.0929 0.7218 0.0191 -0.0689 -0.0125 0.21
H 4.3910 -2.7615 -0.9637 -0.0448 0.0566 -0.0466 0.20
H 2.8645 -2.7729 0.6589 -0.0433 0.0199 -0.0612 0.20
H 1.8624 -1.9002 -0.5297 0.0766 -0.0759 0.0424 0.17
H 2.4625 -1.0118 2.3343 0.0064 -0.0162 0.0655 0.22
H 0.9295 -1.6786 1.7383 -0.0074 0.0113 0.0728 0.22
H 0.9577 0.8663 1.9056 0.0191 -0.0688 -0.1515 0.18
H -1.1941 0.1884 -1.8877 0.0519 0.0273 -0.0992 0.22
H -3.5785 -0.3240 -1.7521 -0.0526 0.0042 -0.0738 0.20
```
Positions in Å, forces in eV/Å.

HOMO energy = -0.3139 Ha
charge = 0
relative energy (zero: lowest compared OMol25 entry of this formula, charge and spin) = 193.2 kJ/mol
energy = -1340.15972 a.u.
Kohn-Sham gap = 9.19 eV
SMILES = O=C(NCCn1cccn1)c1ccc(OC2CCN(CCc3ccccc3)CC2)cc1

Among the records above, which one has the lowest relative energy (zero: lowest compared OMol25 entry of this formula, charge and spin)?
C25H30N4O2

The lowest energy belongs to which entry?
C25H30N3O9RuS3

Among the records above, which one has the highest relative energy (zero: lowest compared OMol25 entry of this formula, charge and spin)?
C25H30N3O9RuS3

What is the formula in the second record?
C25H30N4O2